1.
Computed, not measured: a molecular structure, C3H19O7V in a non-equilibrium geometry, with wB97M-V/def2-TZVPD.

Last column: Löwdin charge in e.
Atoms and positions in Å:
V (-0.287, -0.731, -0.887)  1.021
O (-1.107, 1.295, -1.186)  -0.015
O (-2.268, -1.189, -0.480)  0.009
O (-2.669, 1.169, 1.336)  -0.015
O (-0.138, -0.065, 0.981)  -0.207
O (0.633, -2.540, -0.402)  -0.016
O (1.504, 0.114, -1.642)  -0.045
O (-0.658, -1.461, -2.860)  -0.027
C (1.834, -0.301, 2.128)  -0.023
C (0.674, 0.606, 1.904)  -0.476
C (0.902, 1.918, 1.171)  -0.025
H (-2.430, -2.079, -0.605)  0.065
H (-0.077, -1.179, -3.583)  0.116
H (1.665, 0.731, -2.342)  0.099
H (2.426, -0.422, 1.267)  0.057
H (2.416, 0.052, 2.979)  0.104
H (-2.481, 1.953, 1.855)  0.060
H (1.411, -1.347, 2.464)  0.140
H (1.517, 1.747, 0.286)  0.066
H (1.128, -2.851, -1.169)  0.108
H (-1.806, 1.534, -1.781)  0.110
H (0.661, -3.200, 0.277)  0.114
H (-3.106, -0.729, -0.588)  0.129
H (1.555, 2.488, 1.841)  0.116
H (2.379, 0.212, -1.183)  0.138
H (0.066, 0.902, 2.847)  0.189
H (-1.222, -2.104, -3.289)  0.116
H (0.016, 2.487, 0.827)  0.093
H (-1.875, 0.874, 0.967)  -0.076
H (-0.663, 2.117, -1.119)  0.075

Calculated values
LUMO (spin up / spin down)	-9.225 / -6.962	eV
2S+1	3
charge	+2
HOMO level (spin up / spin down)	-16.7 / -17.0	eV
frontier orbital gap (spin up / spin down)	7.472 / 10.087	eV

=====

2.
Computed, not measured: C5H8IP in the gas phase in a non-equilibrium geometry, with wB97M-V/def2-TZVPD.

Last column: Löwdin charge in e.
Atoms and positions in Å:
I (-1.043, 2.131, 2.644)  0.251
P (1.022, 1.294, 1.520)  0.453
C (-0.691, -1.967, -0.640)  -0.059
C (-0.203, 0.633, -0.851)  -0.251
C (0.907, 1.593, -0.301)  -0.425
C (-0.222, -0.652, -0.094)  -0.188
C (0.507, -0.386, 1.416)  -0.370
H (0.115, -2.553, -0.926)  0.066
H (-0.156, 0.338, -1.882)  0.111
H (-1.345, -1.852, -1.453)  0.068
H (0.578, 2.594, -0.458)  0.043
H (-1.109, -2.580, 0.109)  0.071
H (0.718, -1.272, 2.094)  0.051
H (-1.071, 1.111, -0.496)  0.079
H (1.993, 1.568, -0.683)  0.102

Calculated values
SMILES	CC1=CP(I)CC1
LUMO (spin up / spin down)	-0.214 / -0.216	eV
HOMO level (spin up / spin down)	-7.8 / -7.8	eV
frontier orbital gap (spin up / spin down)	7.623 / 7.620	eV

=====

3.
Computed, not measured: a molecular structure, C15H27F4N7SY in a non-equilibrium geometry, with wB97M-V/def2-TZVPD.

Last column: Löwdin charge in e.
Atoms and positions in Å:
Y (-0.144, 0.673, -0.557)  1.413
S (1.616, 2.713, -0.587)  0.648
F (-4.135, -1.824, -2.305)  0.120
F (-3.979, -0.023, 2.814)  0.125
F (-6.188, -2.211, -0.708)  0.161
F (-1.833, 0.375, 1.238)  -0.050
N (1.267, -0.118, 1.582)  -0.116
N (-0.596, 4.209, -0.909)  -0.049
N (-1.417, 3.089, -0.709)  0.012
N (0.917, -0.808, -2.098)  -0.388
N (3.093, -1.422, 3.473)  0.078
N (1.412, 5.271, -1.090)  0.162
N (-1.735, -0.452, -1.310)  -0.191
C (0.956, -1.425, 2.212)  -0.161
C (1.114, -2.192, -1.609)  -0.059
C (-4.050, -0.479, 1.566)  -0.223
C (2.193, -0.337, -2.690)  -0.072
C (-5.165, -1.140, 1.098)  0.112
C (-4.047, -1.385, -1.048)  -0.131
C (1.608, -1.597, 3.584)  -0.072
C (2.741, 0.031, 1.496)  -0.187
C (-2.894, -0.719, -0.600)  -0.180
C (-1.528, -1.124, -2.602)  -0.199
C (-0.137, -0.807, -3.156)  -0.175
C (-2.975, -0.291, 0.729)  -0.116
C (0.742, 4.154, -0.885)  -0.783
C (-5.140, -1.584, -0.212)  -0.193
C (3.432, -0.100, 2.853)  -0.072
H (1.999, -2.238, -0.974)  0.083
H (2.419, 5.256, -1.088)  0.128
H (-1.047, 5.103, -1.055)  0.179
H (1.241, -0.851, 4.290)  0.151
H (1.276, -2.871, -2.449)  0.118
H (0.962, 6.154, -1.298)  0.149
H (-0.136, 0.182, -3.629)  0.129
H (0.105, -1.543, -3.927)  0.148
H (2.048, 0.615, -3.200)  0.090
H (3.528, -1.504, 4.397)  0.201
H (2.577, -1.057, -3.416)  0.116
H (-2.254, -0.797, -3.345)  0.133
H (-2.104, 3.071, -1.459)  0.129
H (3.102, 0.680, 3.540)  0.151
H (-6.032, -1.306, 1.722)  0.159
H (0.241, -2.535, -1.051)  0.093
H (1.388, -2.585, 3.985)  0.154
H (0.928, 0.605, 2.220)  0.122
H (3.489, -2.178, 2.908)  0.195
H (-1.656, -2.202, -2.485)  0.131
H (4.511, -0.018, 2.737)  0.154
H (-0.122, -1.531, 2.336)  0.133
H (1.294, -2.216, 1.538)  0.125
H (2.997, 1.002, 1.077)  0.081
H (2.941, -0.202, -1.908)  0.084
H (-1.945, 3.228, 0.152)  0.125
H (3.118, -0.738, 0.816)  0.126

Calculated values
LUMO	-8.199	eV
charge	+3
HOMO level	-15.9	eV
frontier orbital gap	7.712	eV

=====

4.
Computed, not measured: C5H7IS in the gas phase in a non-equilibrium geometry, with wB97M-V/def2-TZVPD.

Last column: Löwdin charge in e.
Atoms and positions in Å:
I (-2.071, 1.535, -2.255)  0.771
S (1.377, -0.816, -1.351)  0.870
C (-1.198, -1.096, -0.974)  -0.283
C (-0.116, -1.742, -1.394)  -0.416
C (0.723, 0.775, 0.861)  -0.158
C (-1.123, 0.364, -0.700)  -0.695
C (0.580, 0.718, -0.635)  -0.552
H (-2.041, -1.775, -1.027)  0.104
H (-1.450, 0.621, 0.223)  0.012
H (0.889, 1.501, -1.433)  0.095
H (0.703, -0.161, 1.345)  0.068
H (1.786, 1.175, 1.172)  0.124
H (0.054, 1.403, 1.279)  0.030
H (0.079, -2.691, -1.724)  0.032

Calculated values
SMILES	C[C@H]1SC=C[C@@H]1I
LUMO	0.309	eV
HOMO level	-8.3	eV
frontier orbital gap	8.580	eV

=====

5.
Computed, not measured: a molecular structure, C3H4OS in a non-equilibrium geometry, with wB97M-V/def2-TZVPD.

Last column: Löwdin charge in e.
Atoms and positions in Å:
S (0.625, 0.303, -1.610)  0.915
O (0.447, -2.347, -0.718)  0.017
C (0.237, -1.140, -0.592)  -0.673
C (-0.277, -0.258, 0.543)  -0.239
C (0.065, 1.119, -0.075)  -0.443
H (-0.859, 1.796, -0.209)  0.098
H (-1.345, -0.594, 0.795)  0.147
H (0.840, 1.701, 0.460)  0.076
H (0.268, -0.579, 1.406)  0.100

Calculated values
LUMO	0.667	eV
HOMO level	-9.7	eV
frontier orbital gap	10.409	eV

=====

6.
Computed, not measured: a molecular structure, C32H26ClF6N3O6PS2Ti, with wB97M-V/def2-TZVPD.

Last column: Löwdin charge in e.
Atoms and positions in Å:
Ti (0.478, -0.160, 0.152)  0.771
Cl (-2.146, 2.068, -0.290)  0.753
S (1.966, 2.857, -0.346)  0.647
S (3.158, 0.496, -0.317)  0.636
P (-1.896, -1.069, -0.705)  1.045
F (4.802, -1.413, -0.781)  0.159
F (5.731, 0.355, 0.062)  0.184
F (5.123, 0.337, -2.018)  0.181
F (0.677, 4.074, -2.268)  0.169
F (0.510, 1.923, -2.350)  0.104
F (2.349, 2.884, -2.962)  0.168
O (2.193, 4.193, 0.060)  -0.208
O (0.464, -2.228, 6.809)  -0.045
O (1.154, -6.702, 2.830)  -0.041
O (2.853, -0.016, 1.007)  -0.282
O (0.928, 2.079, 0.341)  -0.415
O (2.226, -0.084, -1.295)  -0.365
N (3.315, 2.041, -0.431)  -0.261
N (0.929, -2.278, 0.540)  0.006
N (-0.088, -0.479, 2.230)  0.012
C (-2.127, -2.831, -0.298)  -0.373
C (-0.912, -0.789, -3.265)  -0.103
C (-5.723, -0.471, 0.694)  -0.060
C (1.342, 2.942, -2.108)  -0.663
C (-2.211, -3.202, 1.045)  -0.114
C (-3.513, 1.069, 0.099)  -0.637
C (-5.774, 0.906, 0.858)  -0.057
C (-3.297, -1.115, -3.153)  -0.074
C (-2.205, -0.893, -5.284)  -0.062
C (1.937, -6.266, 1.739)  -0.194
C (0.110, -0.902, 6.484)  -0.199
C (1.592, -4.863, 1.301)  -0.157
C (0.415, -1.599, 2.778)  -0.189
C (-0.979, -0.751, -4.650)  -0.060
C (-0.543, 0.366, 4.415)  0.018
C (1.205, -3.920, 2.241)  0.066
C (0.498, -1.764, 4.153)  0.076
C (-4.667, 1.682, 0.559)  -0.092
C (-2.363, -5.515, 0.411)  -0.077
C (-2.156, -3.815, -1.280)  -0.070
C (-3.362, -1.071, -4.536)  -0.061
C (-2.068, -0.978, -2.510)  -0.375
C (0.013, -0.772, 4.990)  -0.151
C (-2.270, -5.154, -0.924)  -0.065
C (1.311, -3.183, -0.363)  -0.087
C (-3.430, -0.311, -0.067)  -0.372
C (-0.560, 0.478, 3.044)  -0.077
C (-4.561, -1.071, 0.236)  -0.081
C (0.880, -2.635, 1.835)  -0.194
C (-2.334, -4.535, 1.398)  -0.070
C (4.837, -0.084, -0.801)  -0.688
C (1.647, -4.477, -0.031)  0.022
H (-4.530, -2.146, 0.112)  0.109
H (0.608, -2.296, 7.757)  0.104
H (-0.948, 1.367, 2.560)  0.114
H (-0.079, -0.600, -5.232)  0.113
H (-2.304, -5.912, -1.695)  0.111
H (-2.200, -2.440, 1.818)  0.110
H (0.864, -0.189, 6.837)  0.142
H (-0.941, 1.166, 5.026)  0.130
H (0.045, -0.661, -2.770)  0.075
H (1.933, -5.178, -0.805)  0.128
H (0.254, -6.861, 2.527)  0.093
H (1.338, -2.844, -1.392)  0.125
H (2.971, -6.282, 2.088)  0.140
H (-2.418, -4.811, 2.442)  0.112
H (-4.317, -1.173, -5.034)  0.111
H (-2.105, -3.541, -2.326)  0.106
H (-2.260, -0.856, -6.364)  0.111
H (-6.677, 1.380, 1.218)  0.115
H (-2.479, -6.557, 0.683)  0.108
H (-4.690, 2.757, 0.672)  0.112
H (0.937, -2.645, 4.594)  0.120
H (-6.588, -1.081, 0.918)  0.113
H (1.128, -4.223, 3.275)  0.127
H (-0.850, -0.619, 6.929)  0.135
H (1.869, -6.949, 0.888)  0.129
H (-4.202, -1.249, -2.572)  0.110

Calculated values
LUMO (spin up / spin down)	-3.106 / -3.271	eV
2S+1	3
charge	+1
HOMO level (spin up / spin down)	-10.0 / -11.6	eV
frontier orbital gap (spin up / spin down)	6.928 / 8.314	eV

=====

7.
Computed, not measured: a molecular structure, C13H19AsF5FeO3S4Sb, with wB97M-V/def2-TZVPD.

Last column: Löwdin charge in e.
Atoms and positions in Å:
Sb (-3.139, 3.168, 0.172)  0.200
As (-1.070, 0.193, 3.207)  0.724
Fe (-1.195, 0.795, -0.477)  0.077
S (-3.521, 1.091, -0.952)  -0.126
S (-2.169, -0.492, 1.536)  0.184
S (-0.748, 3.014, -0.138)  -0.027
S (-3.617, 3.128, 2.400)  -0.299
F (1.621, 1.519, -1.856)  0.067
F (2.193, -1.979, 1.301)  0.071
F (3.858, 0.756, -3.086)  0.095
F (4.452, -2.697, 0.067)  0.095
F (5.333, -1.356, -2.158)  0.084
O (-1.106, 0.794, -2.904)  -0.317
O (0.681, 0.121, 0.380)  -0.196
O (-0.631, -1.336, -1.526)  -0.272
C (-2.255, 0.266, 4.718)  -0.273
C (-0.985, 2.051, -3.548)  -0.109
C (4.201, -0.983, -1.533)  -0.165
C (-0.254, 1.922, 3.130)  -0.283
C (-0.518, -0.276, -3.608)  -0.189
C (3.448, 0.082, -1.996)  -0.155
C (1.776, -0.191, -0.216)  -0.311
C (-0.682, -2.521, -0.752)  -0.107
C (0.346, -1.001, 3.747)  -0.253
C (-0.951, -1.530, -2.887)  -0.183
C (2.586, -1.264, 0.223)  -0.139
C (3.752, -1.653, -0.407)  -0.157
C (2.285, 0.464, -1.356)  -0.150
H (0.417, 1.948, 2.278)  -0.007
H (-1.691, -2.945, -0.770)  0.095
H (-2.030, -1.695, -2.996)  0.136
H (0.060, 2.366, -3.586)  0.088
H (-1.558, 2.760, -2.958)  0.047
H (-1.707, 0.581, 5.605)  0.032
H (-1.043, 2.664, 3.015)  -0.044
H (-2.683, -0.725, 4.865)  0.031
H (-0.425, -2.241, 0.266)  0.039
H (0.559, -0.855, 4.807)  0.029
H (1.226, -0.794, 3.146)  0.017
H (0.021, -2.025, 3.564)  0.035
H (-3.042, 0.979, 4.470)  0.000
H (0.035, -3.248, -1.149)  0.096
H (0.574, -0.183, -3.612)  0.128
H (-0.876, -0.295, -4.647)  0.132
H (0.284, 2.043, 4.073)  0.038
H (-0.415, -2.401, -3.288)  0.131
H (-1.396, 1.982, -4.562)  0.091

Calculated values
LUMO (spin up / spin down)	2.606 / 1.471	eV
2S+1	6
charge	-1
HOMO level (spin up / spin down)	-4.1 / -4.5	eV
frontier orbital gap (spin up / spin down)	6.668 / 5.955	eV

=====

8.
Computed, not measured: 11 unconnected molecules or ions with the total composition C13H48N12O11 in a non-equilibrium geometry, with wB97M-V/def2-TZVPD.

Last column: Löwdin charge in e.
Atoms and positions in Å:
O (-31.400, -7.072, -2.704)  -0.098
O (-26.932, -2.828, -10.627)  -0.116
O (-30.338, -3.646, -9.686)  -0.100
O (-29.551, -2.797, -12.688)  -0.130
O (-30.563, -0.976, -9.545)  -0.175
O (-31.295, -6.951, -6.459)  -0.148
O (-29.576, -5.094, -5.375)  -0.126
O (-28.935, -7.398, -8.019)  -0.019
O (-32.632, -2.529, -4.930)  -0.036
O (-29.365, -1.431, -5.945)  -0.100
O (-30.768, -6.633, -12.517)  -0.161
N (-27.598, -5.864, -6.872)  0.138
N (-26.681, -7.048, -8.279)  0.116
N (-31.105, -1.256, -3.789)  0.167
N (-32.134, -5.432, -4.239)  0.159
N (-29.043, -7.427, -11.153)  0.147
N (-28.279, -1.224, -7.976)  0.146
N (-27.071, -1.049, -6.139)  0.167
N (-31.760, -4.794, -2.214)  0.163
N (-28.969, -5.288, -11.503)  0.150
N (-32.730, -2.161, -2.691)  0.157
N (-27.629, -3.692, -8.537)  0.163
N (-26.645, -5.025, -9.981)  0.105
C (-32.161, -2.017, -3.815)  -0.710
C (-31.765, -5.808, -3.048)  -0.652
C (-30.664, -4.520, -8.604)  -0.298
C (-27.806, -6.737, -7.787)  -0.699
C (-31.510, -3.836, -7.614)  -0.076
C (-28.228, -1.232, -6.672)  -0.628
C (-29.598, -6.416, -11.742)  -0.580
C (-28.839, -4.146, -4.716)  -0.303
C (-31.058, -8.210, -5.806)  -0.122
C (-28.125, -5.027, -3.654)  -0.043
C (-27.090, -3.846, -9.725)  -0.672
C (-30.821, -2.289, -12.945)  -0.153
C (-31.701, -0.205, -10.066)  -0.097
H (-32.282, -3.201, -8.112)  0.111
H (-31.253, -2.910, -13.732)  0.087
H (-27.139, -1.065, -5.128)  0.121
H (-28.856, -2.141, -12.861)  0.110
H (-32.151, -6.297, -4.757)  0.084
H (-30.419, -1.446, -4.553)  0.060
H (-29.577, -8.264, -11.160)  0.103
H (-28.434, -5.603, -6.217)  0.094
H (-27.338, -5.544, -4.126)  0.043
H (-27.644, -4.393, -2.877)  0.079
H (-30.861, -0.516, -3.070)  0.154
H (-28.087, -2.740, -8.303)  0.064
H (-32.437, -0.818, -10.481)  0.054
H (-25.694, -6.719, -8.096)  0.184
H (-26.872, -7.802, -8.990)  0.174
H (-31.965, -3.833, -2.457)  0.049
H (-30.939, -9.005, -6.411)  0.034
H (-29.249, -1.180, -8.328)  0.103
H (-31.264, -5.380, -8.982)  0.139
H (-25.834, -5.073, -10.637)  0.160
H (-32.084, -4.573, -7.107)  0.060
H (-26.167, -1.391, -6.662)  0.186
H (-29.282, -4.404, -11.964)  0.093
H (-28.722, -7.307, -10.170)  0.075
H (-29.822, -4.962, -8.109)  0.060
H (-31.352, 0.506, -10.790)  0.060
H (-31.473, -2.302, -12.069)  0.059
H (-30.464, -5.068, -4.956)  0.072
H (-32.383, -4.447, -4.607)  0.131
H (-31.867, -8.483, -5.088)  0.096
H (-30.178, -8.154, -5.195)  0.074
H (-26.568, -5.746, -9.175)  0.060
H (-27.489, -0.783, -8.492)  0.167
H (-28.829, -5.558, -3.019)  0.073
H (-30.625, -6.811, -7.121)  0.015
H (-32.580, -1.726, -1.782)  0.155
H (-30.912, -3.232, -7.018)  0.033
H (-26.611, -5.622, -6.542)  0.178
H (-33.498, -2.720, -2.752)  0.094
H (-27.829, -4.515, -7.892)  0.067
H (-29.987, -4.224, -10.386)  0.039
H (-28.074, -3.587, -5.260)  0.095
H (-29.533, -3.425, -4.338)  0.086
H (-30.616, -1.912, -9.864)  0.041
H (-31.661, -5.182, -1.269)  0.131
H (-32.055, 0.511, -9.287)  0.091
H (-28.086, -5.226, -10.975)  0.061
H (-30.887, -1.208, -13.266)  0.101

Calculated values
SMILES	NC(N)=O.NC(N)=O.NC(N)=O.NC(N)=O.NC(N)=O.NC(N)=O.CCO.CCO.CO.CO.CO
LUMO	-0.459	eV
HOMO level	-8.3	eV
frontier orbital gap	7.846	eV

=====

| no. | total energy (a.u.) |
| --- | --- |
| 1 | -1595.81683 |
| 2 | -834.27317 |
| 3 | -1806.18973 |
| 4 | -890.52859 |
| 5 | -590.11382 |
| 6 | -4897.20900 |
| 7 | -6564.39741 |
| 8 | -2008.70557 |